18
Properties=species:S:1:pos:R:3 method="wB97M-V/def2-TZVPD" mol_weight_g_mol=103.15 homo_ha=-0.4644 lumo_energy_ha=-0.18926 total_charge=+1
C 1.547 0.845 -0.335
C 1.202 -0.705 -0.299
C -0.069 -1.337 -0.747
N -1.772 -0.695 0.849
N -1.011 -1.210 0.099
N -0.033 -2.115 -1.835
N -1.427 2.376 1.622
H 1.029 1.364 0.398
H 2.606 0.824 -0.181
H 1.255 1.246 -1.277
H 2.049 -1.131 -0.881
H 1.479 -1.043 0.725
H -2.068 -1.350 1.613
H -0.955 -2.590 -2.145
H 0.744 -2.063 -2.539
H -1.901 2.339 2.465
H -0.647 2.980 1.569
H -2.027 2.264 0.898

---

18
Properties=species:S:1:pos:R:3 method="wB97M-V/def2-TZVPD" mol_weight_g_mol=103.15 homo_ha="-0.4576 / -0.4576" lumo_energy_ha="-0.17024 / -0.17026" total_charge=+1
C 0.925 -0.653 -1.414
C -0.908 1.204 0.519
C 0.554 0.611 2.246
N 0.508 -1.641 -2.156
N 1.666 0.323 -1.926
N -0.278 -1.038 0.759
N -0.304 0.139 1.239
H -0.897 2.066 1.235
H -0.259 1.435 -0.491
H -1.845 0.863 0.097
H 0.216 0.473 3.251
H 1.506 -0.101 2.236
H 0.824 1.686 2.242
H 0.819 -1.686 -3.170
H 1.956 0.174 -2.836
H 2.044 1.250 -1.588
H 0.306 -1.736 1.253
H -0.254 -2.192 -1.753

---

19
Properties=species:S:1:pos:R:3 method="wB97M-V/def2-TZVPD" mol_weight_g_mol=117.16 homo_ha=-0.3058 lumo_energy_ha=0.03041
C -1.706 -0.287 2.361
C -0.647 0.352 1.461
N -0.717 -0.150 0.129
C 0.300 0.094 -0.626
N 0.345 -0.457 -1.852
N -0.673 -1.343 -2.323
N 1.430 0.801 -0.267
N 2.469 1.045 -1.132
H -2.674 -0.439 1.812
H -1.852 0.321 3.260
H -1.386 -1.252 2.761
H 0.330 0.135 1.945
H -0.762 1.435 1.443
H 1.024 -0.112 -2.517
H -0.421 -2.229 -1.840
H -1.541 -1.046 -1.840
H 1.384 1.398 0.554
H 2.905 0.164 -1.377
H 2.192 1.570 -1.950

---

20
Properties=species:S:1:pos:R:3 method="wB97M-V/def2-TZVPD" mol_weight_g_mol=133.16 homo_ha=-0.3080 lumo_energy_ha=-0.00443
C -0.479 -2.055 0.125
C 1.381 -0.749 -1.242
N -1.561 -1.604 0.777
O 0.801 -0.787 0.016
H -1.797 -0.442 0.358
H -1.420 -1.606 1.781
H -0.637 -2.183 -0.947
H 0.120 -2.847 0.577
H 2.225 -0.047 -1.258
H 0.660 -0.451 -2.032
H 1.778 -1.733 -1.541
C -0.484 1.308 0.173
N 0.320 2.145 -0.506
N -0.225 1.106 1.572
N 0.625 1.875 2.040
N -1.618 0.817 -0.221
H 0.330 2.123 -1.511
H 1.152 2.449 -0.019
H 0.672 1.708 3.054
H -1.844 0.975 -1.195

---

16
Properties=species:S:1:pos:R:3 method="wB97M-V/def2-TZVPD" mol_weight_g_mol=77.13 homo_ha=-0.3392 lumo_energy_ha=0.03509
C 0.339 -1.785 -0.481
N 0.908 -0.590 0.158
C 1.700 0.211 -0.773
H -0.354 -2.289 0.188
H 1.115 -2.535 -0.720
H -0.125 -1.531 -1.420
H 1.507 -0.942 0.894
H 1.916 1.183 -0.341
H 2.670 -0.258 -1.014
H 1.196 0.348 -1.732
C -2.143 1.431 0.949
O -0.766 1.611 0.968
H -2.635 1.776 0.027
H -2.595 1.997 1.768
H -2.447 0.392 1.120
H -0.286 0.979 0.408

---

16
Properties=species:S:1:pos:R:3 method="wB97M-V/def2-TZVPD" mol_weight_g_mol=77.13 homo_ha=-0.3449 lumo_energy_ha=0.03632
C 0.000 0.000 0.000
C -0.491 -0.566 1.350
C -2.020 -0.394 1.456
N -2.413 0.999 1.118
H -0.654 -0.513 -0.725
H 1.043 -0.308 -0.186
H -0.080 1.088 -0.163
H -0.193 -1.631 1.415
H -0.011 -0.031 2.191
H -2.474 -1.126 0.761
H -2.365 -0.642 2.479
H -2.187 1.179 0.133
H -3.435 1.057 1.190
O -2.348 4.787 2.572
H -1.965 5.608 2.957
H -1.567 4.259 2.290

---

16
Properties=species:S:1:pos:R:3 method="wB97M-V/def2-TZVPD" mol_weight_g_mol=77.13 homo_ha=-0.3427 lumo_energy_ha=0.03561
C -0.409 0.859 1.519
N 0.399 0.916 0.298
C 1.777 0.517 0.538
H -1.420 1.198 1.285
H -0.109 1.561 2.314
H -0.401 -0.126 1.964
H 0.427 1.899 0.053
H 1.868 -0.552 0.757
H 2.457 0.668 -0.300
H 2.192 1.011 1.429
C -1.190 -1.542 -1.960
O -1.427 -0.834 -0.780
H -2.114 -1.557 -2.532
H -0.967 -2.589 -1.724
H -0.377 -1.082 -2.519
H -0.705 -0.348 -0.342

---

16
Properties=species:S:1:pos:R:3 method="wB97M-V/def2-TZVPD" mol_weight_g_mol=77.13 homo_ha=-0.3080 lumo_energy_ha=0.02982
C 0.215 -2.092 -0.019
C -0.226 -0.618 0.115
N -0.347 -0.176 -1.263
C -0.677 1.186 -1.346
H 1.089 -2.196 -0.684
H -0.568 -2.791 -0.356
H 0.518 -2.371 1.005
H 0.505 0.006 0.664
H -1.202 -0.524 0.629
H -0.963 -0.748 -1.855
H -0.050 1.752 -0.636
H -1.731 1.274 -1.032
H -0.569 1.637 -2.347
O 0.959 2.024 2.349
H 1.566 1.791 1.611
H 1.481 1.847 3.164

---

17
Properties=species:S:1:pos:R:3 method="wB97M-V/def2-TZVPD" mol_weight_g_mol=93.13 homo_ha=-0.3143 lumo_energy_ha=0.03813
C -1.602 -0.657 -0.100
C -0.409 2.008 0.262
C -0.777 -1.779 -0.092
O -0.514 1.007 -0.741
H -1.861 -0.170 0.831
H -2.281 -0.478 -0.920
H -0.025 1.591 1.199
H 0.267 2.802 -0.071
H -1.398 2.439 0.426
H 0.501 -1.226 -0.461
H -0.537 -2.210 0.875
H -0.923 -2.510 -0.882
N 2.156 -0.294 0.468
O 1.450 -0.522 -0.776
H 0.414 0.500 -0.843
H 2.835 -1.050 0.526
H 2.704 0.548 0.300

---

17
Properties=species:S:1:pos:R:3 method="wB97M-V/def2-TZVPD" mol_weight_g_mol=93.13 homo_ha=-0.3239 lumo_energy_ha=0.02281
C -0.996 -2.463 -1.916
N 0.024 -1.737 -1.199
C -0.396 -0.659 -0.400
C -0.026 0.713 -1.057
O -0.645 1.697 -0.310
H -0.669 -3.400 -2.561
H -1.642 -2.951 -1.213
H -1.511 -1.775 -2.689
H 0.688 -1.337 -1.795
H -0.116 -0.622 0.681
H -1.509 -0.382 -0.520
H -0.360 0.824 -2.026
H 1.064 0.828 -1.050
H 0.089 2.356 -0.144
O 1.671 2.039 4.217
H 2.151 1.879 5.041
H 1.936 1.295 3.652

---

17
Properties=species:S:1:pos:R:3 method="wB97M-V/def2-TZVPD" mol_weight_g_mol=93.13 homo_ha=-0.3369 lumo_energy_ha=0.01673
C 0.078 1.138 -1.672
C 0.313 -0.166 -0.951
O 1.346 -0.026 0.023
C -0.926 -0.825 -0.348
N -0.657 -2.161 0.185
H -0.709 1.033 -2.422
H 0.975 1.452 -2.219
H -0.126 1.957 -0.984
H 0.684 -0.925 -1.676
H 0.876 0.182 0.848
H -1.701 -0.882 -1.106
H -1.264 -0.224 0.503
H -0.198 -2.085 1.082
H -0.011 -2.652 -0.421
O -0.028 1.643 2.206
H -0.091 1.306 3.107
H -0.707 2.338 2.194

---

17
Properties=species:S:1:pos:R:3 method="wB97M-V/def2-TZVPD" mol_weight_g_mol=93.13 homo_ha=-0.3624 lumo_energy_ha=0.02460
C -0.456 0.558 1.591
N 0.279 -0.044 0.751
C 1.533 0.655 0.416
C 1.391 1.143 -1.055
H 0.057 1.227 2.296
H -1.527 0.719 1.549
H 1.724 1.464 1.130
H 2.383 -0.029 0.363
H 2.247 1.770 -1.301
H 1.446 0.245 -1.655
H 0.393 1.554 -1.182
O -1.889 -0.201 -1.539
H -1.210 -0.330 -0.829
H -2.524 0.347 -1.097
O -0.999 -3.257 0.375
H -1.048 -2.939 -0.539
H -1.800 -2.881 0.727

---

17
Properties=species:S:1:pos:R:3 method="wB97M-V/def2-TZVPD" mol_weight_g_mol=93.13 homo_ha=-0.3355 lumo_energy_ha=0.02505
C -0.081 1.284 1.498
C -0.598 0.108 0.707
O 0.324 -0.957 0.581
C -1.148 0.549 -0.658
N -1.607 -0.556 -1.448
H 0.616 1.922 0.965
H -0.926 1.937 1.746
H 0.334 0.961 2.451
H -1.385 -0.372 1.303
H 0.936 -0.860 -0.155
H -1.878 1.348 -0.485
H -0.282 1.041 -1.129
H -1.487 -1.439 -0.974
H -1.249 -0.601 -2.385
O 2.859 -1.611 -1.000
H 2.921 -2.066 -0.152
H 2.653 -0.686 -0.866

---

17
Properties=species:S:1:pos:R:3 method="wB97M-V/def2-TZVPD" mol_weight_g_mol=93.13 homo_ha=-0.2965 lumo_energy_ha=0.03109
C -1.200 0.401 -1.358
C -0.989 -0.735 -0.414
C 0.196 -1.062 0.120
N 0.361 -2.122 1.058
H -0.243 0.777 -1.711
H -1.767 1.185 -0.847
H -1.822 0.145 -2.220
H -1.770 -1.371 0.002
H 1.090 -0.542 -0.210
H 1.122 -1.878 1.692
H -0.466 -2.148 1.636
O -3.536 4.913 -3.757
H -3.681 5.677 -3.177
H -2.635 4.912 -4.018
O 4.766 -2.357 4.036
H 4.459 -2.217 4.930
H 5.360 -1.604 3.903

---

17
Properties=species:S:1:pos:R:3 method="wB97M-V/def2-TZVPD" mol_weight_g_mol=93.13 homo_ha=-0.3035 lumo_energy_ha=0.02903
C 0.601 -2.116 -0.777
C -0.141 -1.021 -0.621
N -1.307 -0.915 0.111
C -1.864 0.382 0.411
H 0.445 -3.037 -0.244
H 1.424 -2.014 -1.468
H 0.157 -0.104 -1.147
H -2.016 -1.618 -0.020
H -2.418 0.364 1.347
H -2.556 0.741 -0.364
H -1.071 1.122 0.498
O 1.098 2.585 -0.756
H 1.661 2.299 -1.484
H 1.474 2.192 0.045
O 1.482 0.745 1.344
H 1.293 -0.088 0.889
H 1.737 0.482 2.236

---

17
Properties=species:S:1:pos:R:3 method="wB97M-V/def2-TZVPD" mol_weight_g_mol=93.13 homo_ha=-0.3596 lumo_energy_ha=0.02449
C -0.026 -0.911 -2.178
C -0.920 -0.242 -1.150
O -0.686 1.151 -1.297
C -0.623 -0.696 0.262
N -1.649 -0.176 1.199
H 0.023 -1.989 -2.065
H -0.346 -0.606 -3.168
H 0.973 -0.488 -2.007
H -1.986 -0.406 -1.321
H -1.278 1.609 -0.689
H -0.663 -1.802 0.229
H 0.403 -0.455 0.533
H -2.477 -0.757 1.089
H -1.340 -0.435 2.138
O 3.819 2.136 2.549
H 3.890 2.084 3.511
H 2.888 1.982 2.364

---

18
Properties=species:S:1:pos:R:3 method="wB97M-V/def2-TZVPD" mol_weight_g_mol=125.19 homo_ha=-0.3115 lumo_energy_ha=0.02635
N 0.190 0.881 0.682
C 0.313 0.445 -0.719
C -1.057 -0.224 -1.198
O -1.954 0.801 -1.188
C 1.254 -0.665 -0.861
S 2.451 -0.870 0.492
H -0.410 0.145 1.257
H -0.454 1.743 0.574
H 0.676 1.258 -1.376
H -1.416 -1.071 -0.702
H -1.004 -0.597 -2.209
H -2.002 1.516 -1.915
H 1.979 -0.504 -1.649
H 0.587 -1.553 -0.953
H 2.478 0.538 0.694
O -0.838 -0.598 2.762
H -0.162 -1.232 2.854
H -0.630 -0.011 3.455

---

18
Properties=species:S:1:pos:R:3 method="wB97M-V/def2-TZVPD" mol_weight_g_mol=125.19 homo_ha=-0.3357 lumo_energy_ha=-0.09681
C 0.323 -0.866 -0.935
C -0.792 0.150 -1.238
S -2.299 -0.275 -0.311
N 1.730 -0.498 -0.891
C 2.419 0.161 0.171
O 1.726 1.221 0.855
H 0.148 -1.636 -0.134
H 0.358 -1.596 -1.785
H -0.882 0.217 -2.326
H -0.432 1.109 -0.913
H -2.011 1.821 0.457
H 1.945 0.069 -1.736
H 2.718 -0.477 1.083
H 3.279 0.591 -0.292
H 0.958 0.825 1.308
H -1.292 0.440 1.453
H -0.832 -0.780 2.096
O -0.618 0.169 2.138

---

19
Properties=species:S:1:pos:R:3 method="wB97M-V/def2-TZVPD" mol_weight_g_mol=157.26 homo_ha="-0.1162 / -0.1139" lumo_energy_ha="0.11106 / 0.03478" multiplicity=2 total_charge=-1 s2=0.75
N 0.343 -1.177 -0.507
C 0.857 -0.485 0.656
C 1.803 0.753 0.278
O 2.516 0.562 -0.954
C -0.370 0.046 1.428
S -1.350 -1.119 2.244
S -0.326 1.624 -1.865
H 0.925 -1.852 -1.007
H -0.171 -0.530 -1.104
H 1.316 -1.229 1.281
H 1.037 1.665 0.141
H 2.561 0.991 1.106
H 2.052 1.116 -1.558
H -0.938 0.727 0.671
H 0.104 0.720 2.181
H -1.654 1.293 -1.873
H -3.430 -1.362 -0.921
H -2.473 -1.040 0.350
O -2.800 -0.704 -0.548

---

18
Properties=species:S:1:pos:R:3 method="wB97M-V/def2-TZVPD" mol_weight_g_mol=109.12 homo_ha="0.0214 / -0.1180" lumo_energy_ha="0.11762 / 0.11553" multiplicity=2 total_charge=-1 s2=0.75
C 0.581 -1.471 2.132
N 1.168 -0.925 0.862
C 0.870 0.535 0.816
C 0.433 1.089 -0.581
O 0.424 2.327 -0.797
H -0.501 -1.563 1.856
H 0.694 -0.806 2.992
H 0.869 -2.474 2.468
H 2.153 -1.125 0.973
H -0.043 0.753 1.378
H 1.678 1.034 1.335
H -0.194 0.329 -1.111
H 1.286 -3.914 1.106
H 1.064 -5.113 2.055
O 1.721 -4.685 1.513
H -5.203 3.709 -3.553
H -3.960 3.049 -3.381
O -4.345 3.683 -3.999

---

18
Properties=species:S:1:pos:R:3 method="wB97M-V/def2-TZVPD" mol_weight_g_mol=109.12 homo_ha=-0.3066 lumo_energy_ha=0.02852
C 2.772 0.812 1.186
N 1.343 0.823 1.046
C 0.743 1.441 -0.096
C -0.643 0.923 -0.369
O -0.839 -0.261 -0.382
H 3.272 0.455 0.275
H 3.116 1.784 1.538
H 3.020 0.123 1.996
H 0.887 -0.022 1.335
H 1.278 1.214 -1.033
H 0.793 2.529 -0.004
H -1.430 1.625 -0.630
O -0.602 -4.571 -0.325
H -0.184 -4.851 -1.152
H -1.050 -5.392 -0.071
O -3.753 1.068 -1.020
H -4.371 1.754 -0.719
H -4.351 0.547 -1.576

---

18
Properties=species:S:1:pos:R:3 method="wB97M-V/def2-TZVPD" mol_weight_g_mol=109.12 homo_ha=-0.3145 lumo_energy_ha=0.02855
C -1.793 0.841 -0.661
N -0.632 0.138 -0.117
C -0.575 -1.285 -0.051
C 0.848 -1.751 0.265
O 1.726 -1.035 0.662
H -1.436 1.838 -0.891
H -2.147 0.322 -1.565
H -2.555 0.794 0.103
H 0.279 0.510 -0.348
H -0.689 -1.775 -1.038
H -1.303 -1.730 0.637
H 0.996 -2.841 0.273
O 1.746 0.427 -1.956
H 2.250 1.169 -1.652
H 2.266 -0.316 -1.657
O -1.094 1.952 2.021
H -1.886 2.217 2.465
H -1.169 1.020 1.842

---

18
Properties=species:S:1:pos:R:3 method="wB97M-V/def2-TZVPD" mol_weight_g_mol=109.12 homo_ha=-0.3183 lumo_energy_ha=-0.19031
C -0.687 -1.293 0.351
C -0.342 0.181 0.040
C -0.588 1.022 1.309
N 0.492 0.673 2.338
O -1.787 0.833 1.789
H -1.720 -1.348 0.752
H -0.050 -1.642 1.204
H -0.516 -1.937 -0.517
H 0.706 0.284 -0.274
H -0.982 0.576 -0.740
H -0.030 0.394 3.169
H 1.120 1.491 2.580
H 1.625 -1.883 -2.521
H 0.798 -0.112 -2.448
O 1.059 -1.372 -2.002
H -0.350 2.059 1.009
H 0.694 1.154 -3.459
O 0.559 0.920 -2.580

---

18
Properties=species:S:1:pos:R:3 method="wB97M-V/def2-TZVPD" mol_weight_g_mol=109.12 homo_ha=-0.3728 lumo_energy_ha=0.02568
N 0.838 -1.375 -2.744
C 0.136 -0.081 -2.320
C 0.144 -0.018 -0.757
C -0.085 1.364 -0.260
O -1.119 1.814 0.187
H 1.153 -1.108 -3.697
H 1.728 -1.251 -2.191
H -0.879 -0.072 -2.751
H 0.649 0.812 -2.568
H -0.527 -0.747 -0.507
H 1.151 -0.294 -0.477
H 0.736 2.107 -0.513
O -1.762 -0.158 2.660
H -2.017 0.751 2.803
H -2.408 -0.436 1.982
O 1.047 -0.720 3.686
H 0.070 -0.757 3.385
H 1.146 0.170 4.081

---

18
Properties=species:S:1:pos:R:3 method="wB97M-V/def2-TZVPD" mol_weight_g_mol=109.12 homo_ha=-0.3304 lumo_energy_ha=0.02210
O -0.621 -1.742 -2.281
C -0.093 -1.726 -0.986
C 0.662 -0.359 -0.620
N -0.502 0.608 -0.307
C -0.647 2.007 0.055
O -1.678 2.321 1.122
H -0.666 -2.646 -2.520
H 0.570 -2.578 -1.010
H -0.932 -1.991 -0.264
H 1.067 0.024 -1.597
H 1.267 -0.241 0.356
H -1.232 0.469 -0.998
H -0.852 2.681 -0.780
H 0.319 2.263 0.391
H -1.995 1.407 1.279
O 2.146 -0.203 2.518
H 1.796 0.579 3.065
H 1.390 -0.874 2.578

---

18
Properties=species:S:1:pos:R:3 method="wB97M-V/def2-TZVPD" mol_weight_g_mol=109.12 homo_ha="-0.5176 / -0.5176" lumo_energy_ha="-0.13381 / -0.33517" multiplicity=2 total_charge=+1 s2=0.75
C -0.528 0.334 -1.502
O -1.154 -0.730 -2.138
C 0.427 -0.233 -0.429
C 1.082 0.760 0.606
O 2.259 0.249 1.214
N 1.444 -0.839 -1.191
H -1.315 0.858 -0.876
H 0.040 1.027 -2.144
H -1.410 -0.455 -3.031
H -0.198 -0.992 0.103
H 1.251 1.699 0.057
H 0.157 0.941 1.205
H 2.275 -0.515 0.620
H 2.137 -0.331 -1.760
H 1.036 -1.609 -1.779
H -2.001 -0.015 3.123
H -3.100 0.256 4.010
O -2.404 -0.407 3.910

---

19
Properties=species:S:1:pos:R:3 method="wB97M-V/def2-TZVPD" mol_weight_g_mol=141.19 homo_ha=-0.0168 lumo_energy_ha=0.21065 total_charge=-2
C -0.022 -0.445 0.107
O 0.934 0.240 0.930
C -1.202 0.435 -0.304
C -2.311 -0.294 -1.076
S -3.347 -1.471 -0.039
N -1.751 1.096 0.869
H 0.580 -0.931 -0.677
H -0.342 -1.277 0.740
H -0.759 1.171 -0.992
H -1.825 -0.879 -1.858
H -2.944 0.491 -1.486
H -1.003 1.346 1.496
H -2.269 0.389 1.388
H 1.658 0.661 0.442
H 3.617 -0.420 0.407
O 3.527 0.458 0.076
H 4.463 0.823 -0.319
H 5.542 1.557 -1.642
O 5.758 1.242 -0.769

---

19
Properties=species:S:1:pos:R:3 method="wB97M-V/def2-TZVPD" mol_weight_g_mol=125.12 homo_ha=-0.3436 lumo_energy_ha=0.01253
H -0.815 1.417 0.635
O -2.083 1.636 0.409
N 0.236 0.811 0.791
H -2.632 1.080 0.935
H 0.577 0.799 1.704
H 0.932 1.118 0.128
C -0.014 -0.673 0.556
H -0.696 -0.888 1.360
C -0.683 -1.013 -0.803
O -0.630 -2.154 -1.146
O -1.234 -0.059 -1.432
H -1.988 1.067 -0.490
C 1.255 -1.470 0.807
H 1.353 -1.754 1.846
H 1.158 -2.441 0.266
H 2.183 -0.909 0.564
O 1.107 1.365 -1.723
H 0.245 0.920 -1.976
H 1.729 1.148 -2.430